1.
A cluster of 3 separate species, C6H14ClN2O2 in total, computed with ωB97M-V/def2-TZVPD.

XYZ file:
```
25
Properties=species:S:1:pos:R:3:forces:R:3
Cl 21.459628 13.316409 22.431536 0.040 -0.091 0.034
C 24.474847 13.560863 25.073607 -0.245 0.336 0.305
C 23.809658 14.896679 25.382889 0.158 0.233 0.296
O 24.186193 15.583196 26.341532 -0.200 -0.271 -0.493
N 22.811214 15.239988 24.551505 0.375 -0.269 0.017
C 22.063746 16.462750 24.671425 0.059 0.032 0.106
H 25.544276 13.739233 24.981857 0.045 -0.060 -0.092
H 24.066501 13.078042 24.188406 0.022 -0.011 -0.041
H 24.318658 12.925676 25.946498 0.040 -0.081 -0.061
H 22.543671 14.584161 23.810962 -0.199 0.041 0.056
H 22.436109 17.220275 23.975491 -0.087 0.038 0.005
H 22.164695 16.848312 25.684156 0.014 -0.005 0.014
H 21.015634 16.259956 24.458766 -0.025 0.045 -0.069
C 23.749751 11.743658 19.419003 -0.035 0.102 -0.255
C 24.501096 13.042825 19.642155 -0.081 0.042 0.007
O 25.496279 13.326436 18.980961 0.016 0.044 -0.007
N 23.974740 13.840887 20.590593 0.298 -0.209 0.292
C 24.637162 15.033015 21.059667 -0.201 0.223 -0.040
H 24.048124 11.345969 18.450823 0.097 -0.065 0.074
H 22.670182 11.892037 19.415291 0.013 0.046 0.214
H 24.003096 11.033283 20.204954 -0.035 -0.044 0.020
H 23.284988 13.464584 21.248741 -0.353 0.023 -0.397
H 23.875855 15.765953 21.337934 0.052 -0.063 0.071
H 25.249865 15.462458 20.272478 0.113 -0.114 -0.035
H 25.250271 14.824693 21.939920 0.118 0.078 -0.021
```
Positions in Å, forces in eV/Å.

- ΔE to the lowest compared entry with this formula, charge and spin: 0.00 kcal/mol
- Kohn-Sham gap: 8.92 eV
- Spin multiplicity: 1
- Total charge: -1
- E_HOMO: -0.1997 hartree

=====

2.
A cluster of 2 separate species, C6H14FN2 in total at a distorted geometry, computed with ωB97M-V/def2-TZVPD.

XYZ file:
```
23
Properties=species:S:1:pos:R:3:forces:R:3
C -0.073574 0.966344 -1.226161 0.312 -0.231 -0.896
C 1.894756 2.099008 -0.838517 1.403 -2.472 3.524
C -0.522914 0.282782 -0.165396 -0.907 1.105 1.886
C 1.505922 2.417757 1.513755 -0.164 -0.424 -0.580
C -1.804872 -2.391223 0.057920 -1.047 -1.532 1.017
C -0.713338 -1.931186 0.990134 0.868 -0.777 0.943
N 1.627744 2.853625 0.251607 0.760 -4.773 2.929
N 0.173266 -0.902992 0.297867 -0.122 -0.879 0.465
F 1.887188 1.124664 1.709887 0.299 0.124 -0.436
H -0.623166 1.812002 -1.522814 -0.797 1.171 0.142
H 0.564894 0.743645 -2.096241 -0.392 -1.113 0.879
H 2.594187 1.228922 -0.652882 -1.080 1.249 -0.605
H 1.857553 2.650685 -1.671961 0.420 1.600 -3.173
H -1.216962 0.663657 0.666227 0.950 -0.352 -1.787
H 1.248414 2.846696 2.489542 0.142 0.679 -1.151
H -2.025100 -1.683144 -0.673903 -0.108 1.501 -1.287
H -1.561020 -3.331256 -0.514703 -0.335 0.771 1.034
H -2.781475 -2.430928 0.614004 0.994 -0.655 -0.480
H -0.103676 -2.811809 1.364295 -0.235 1.139 -0.827
H -0.987282 -1.447717 1.950568 -0.484 -0.048 -0.835
H 1.305985 3.707832 0.047105 -1.502 4.174 -0.427
H 0.586326 -1.297983 -0.534805 0.577 -0.474 -0.064
H 0.888619 -0.659293 0.986677 0.448 0.218 -0.271
```
Positions in Å, forces in eV/Å.

- ΔE to the lowest compared entry with this formula, charge and spin: 100.50 kcal/mol
- Kohn-Sham gap (alpha / beta): 7.82 / 7.81 eV
- Spin multiplicity: 1
- Total charge: +1
- E_HOMO (alpha / beta): -0.3936 / -0.3936 hartree

=====

3.
A cluster of 2 separate species, C6H14FNP in total at a distorted geometry, computed with ωB97M-V/def2-TZVPD.

XYZ file:
```
23
Properties=species:S:1:pos:R:3:forces:R:3
C -3.369689 -0.415858 0.215872 1.618 1.913 0.232
C -1.958777 1.498809 -0.291507 -1.197 -4.828 0.100
C 1.565099 0.396329 0.363245 1.474 0.646 -1.446
C 1.384797 -1.130802 0.411966 0.635 -1.135 -1.716
C 0.285925 1.122365 0.717371 0.237 1.357 0.781
C 1.572628 -1.835588 -0.952049 -1.989 3.104 -0.081
N -0.787351 0.682255 -0.258916 1.048 -1.105 0.176
F 0.564906 -1.109439 -1.791371 0.923 -0.604 0.180
P -2.364697 -1.427180 1.007180 0.821 2.153 -0.240
H -4.412507 -0.315030 0.022287 -0.491 0.105 -0.319
H -2.078748 2.106576 0.530564 -0.332 1.430 1.439
H -2.525601 1.560003 -1.177562 -0.010 0.524 -0.961
H 2.476299 0.610074 0.937166 -0.867 0.456 0.781
H 1.947599 0.886172 -0.599133 -0.794 -1.366 0.513
H 0.405783 -1.424206 0.749765 -0.179 -0.024 0.477
H 2.117673 -1.587903 1.050580 0.255 -0.084 0.674
H -0.066223 0.726038 1.702108 0.132 1.010 -0.490
H 0.417939 2.286908 0.652490 -0.448 -2.322 0.400
H 2.522459 -1.576717 -1.369494 0.540 -0.261 -0.457
H 1.235263 -2.832623 -1.095374 0.249 -0.955 0.440
H -1.041874 -0.403691 0.155292 0.321 1.761 -0.993
H -0.311286 0.456377 -1.166034 -0.758 0.247 0.494
H -3.013705 -2.578774 0.929694 -1.187 -2.023 0.017
```
Positions in Å, forces in eV/Å.

- ΔE to the lowest compared entry with this formula, charge and spin: 83.76 kcal/mol
- Kohn-Sham gap: 8.89 eV
- Spin multiplicity: 1
- Total charge: +1
- E_HOMO: -0.4948 hartree

=====

4.
The ion C6H14IO2S with charge +1, computed with ωB97M-V/def2-TZVPD.

XYZ file:
```
24
Properties=species:S:1:pos:R:3:forces:R:3
C -1.927000 -1.130061 1.451537 0.000 -0.001 -0.028
C -2.136884 -1.266458 -0.039588 -0.058 -0.061 -0.047
O -0.947112 -0.979301 -0.828731 0.125 0.081 0.108
C 0.038179 -1.927097 -0.781758 -0.142 -0.021 -0.088
S 1.741269 -1.200299 -0.564135 0.042 -0.075 0.208
I 2.160431 -1.126291 1.766063 -0.064 0.018 0.009
C 1.546146 0.512486 -1.096418 0.161 0.077 -0.121
C 0.706749 1.501410 -0.246753 -0.121 -0.072 -0.051
C 1.576179 2.477871 0.527931 -0.031 0.066 0.001
O -0.094055 2.255513 -1.132318 -0.072 -0.072 -0.027
H -2.819765 -1.488579 1.965353 0.009 0.034 0.000
H -1.090186 -1.733118 1.808697 -0.010 -0.037 -0.003
H -1.761308 -0.094556 1.747559 0.030 0.008 -0.037
H -2.864328 -0.546371 -0.407705 0.004 -0.017 0.026
H -2.494148 -2.262933 -0.312395 0.058 0.015 0.035
H 0.164267 -2.443055 -1.740941 -0.033 0.048 0.004
H -0.064559 -2.659978 0.022480 0.030 -0.007 -0.041
H 1.110821 0.390428 -2.093064 -0.025 0.056 0.042
H 2.575506 0.855694 -1.222508 -0.044 -0.028 -0.032
H 0.077827 0.931914 0.441903 0.012 0.032 0.031
H 2.445331 2.799605 -0.047982 -0.058 0.003 -0.022
H 1.916650 2.053336 1.472060 0.062 -0.045 -0.061
H 0.977631 3.360231 0.750515 0.007 -0.044 0.045
H -0.837641 1.719607 -1.439804 0.119 0.041 0.049
```
Positions in Å, forces in eV/Å.

- Kohn-Sham gap: 8.56 eV
- Spin multiplicity: 1
- Total charge: +1
- E_HOMO: -0.5138 hartree

=====

5.
A structure of composition C6H14K, computed with ωB97M-V/def2-TZVPD.

XYZ file:
```
21
Properties=species:S:1:pos:R:3:forces:R:3
C -1.342213 -1.267758 2.464700 0.003 0.021 0.089
C 1.739199 1.828850 -2.233067 0.015 0.007 -0.069
C -0.422206 -0.177742 1.915143 0.089 0.137 0.107
C 0.819181 0.738842 -1.683520 -0.078 -0.119 -0.094
C -0.259832 -0.260696 0.398735 -0.034 -0.054 -0.050
C 0.656806 0.821793 -0.167103 0.061 0.093 0.071
H -0.934294 -2.263779 2.223552 -0.189 0.264 0.130
H -2.344692 -1.179406 2.013213 0.273 -0.091 0.199
H -1.441053 -1.183829 3.560054 -0.027 -0.120 -0.439
H 1.838025 1.744925 -3.328422 0.020 0.109 0.426
H 2.741675 1.740486 -1.781586 -0.328 0.121 -0.208
H 1.331288 2.824874 -1.991915 0.233 -0.310 -0.125
H -0.832123 0.816656 2.177055 0.252 -0.377 -0.042
H 0.575358 -0.265470 2.386956 -0.412 0.134 -0.141
H 1.229074 -0.255558 -1.945427 -0.222 0.326 0.036
H -0.178388 0.826579 -2.155331 0.358 -0.119 0.123
H 0.150736 -1.254476 0.135533 -0.193 0.270 0.025
H -1.256742 -0.172347 -0.074376 0.300 -0.108 0.098
H 0.246236 1.815573 0.096099 0.238 -0.330 -0.028
H 1.653717 0.733447 0.306000 -0.367 0.135 -0.119
K -3.969754 -5.610962 -2.316291 0.008 0.013 0.009
```
Positions in Å, forces in eV/Å.

- Kohn-Sham gap: 8.03 eV
- Spin multiplicity: 1
- Total charge: +1
- E_HOMO: -0.4689 hartree

=====

6.
A structure of composition C6H14MgMnO4 at a distorted geometry, computed with ωB97M-V/def2-TZVPD.

XYZ file:
```
26
Properties=species:S:1:pos:R:3:forces:R:3
O 3.292759 0.157347 2.365686 -0.453 -3.040 -0.756
Mg 4.497419 -0.584155 3.634546 -0.348 0.311 -0.280
C 3.100749 1.497408 1.985277 -2.978 1.197 -4.448
H 2.165683 1.952659 2.337827 0.668 -0.224 1.225
H 2.508469 1.320057 0.742631 2.848 1.323 3.177
H 3.993267 2.119583 2.106713 -0.343 -0.175 -0.413
O 1.637080 0.569011 -0.390507 0.225 -1.922 0.113
C 1.868955 -0.754895 -0.139317 0.766 1.509 -0.581
C 0.731684 -1.698157 -0.440750 -0.042 -0.572 0.593
O -0.474074 -0.948220 -0.277546 0.361 -0.421 0.496
C -1.680466 -1.514685 -0.779151 -0.814 -0.695 -0.414
C -2.733633 -0.442130 -0.633042 -0.546 -0.566 0.370
O -2.196983 0.784024 -1.153076 0.526 -0.191 -0.100
C -3.172631 1.821565 -1.288250 -0.930 0.862 -0.116
Mn -0.228980 0.940422 -0.892806 0.046 1.286 -0.339
H 2.717590 -0.499203 1.395424 0.397 0.684 1.266
H 2.827432 -1.123098 -0.535408 0.011 0.155 0.267
H 0.729463 -2.572449 0.224452 -0.034 0.154 -0.142
H 0.782628 -2.069254 -1.479379 0.192 0.155 0.190
H -1.960531 -2.404092 -0.199621 0.059 0.197 -0.140
H -1.541638 -1.797692 -1.833344 0.004 0.037 0.208
H -2.998411 -0.284670 0.422314 -0.005 -0.021 -0.247
H -3.631829 -0.716158 -1.201358 0.185 0.066 0.142
H -2.654119 2.724513 -1.622543 -0.162 -0.172 0.010
H -3.922770 1.518654 -2.028608 0.228 0.105 0.141
H -3.657107 2.003618 -0.320161 0.140 -0.042 -0.224
```
Positions in Å, forces in eV/Å.

- ⟨S²⟩: 12.01
- ΔE to the lowest compared entry with this formula, charge and spin: 53.47 kcal/mol
- Kohn-Sham gap (alpha / beta): 4.93 / 5.93 eV
- Spin multiplicity: 7
- Total charge: +3
- E_HOMO (alpha / beta): -0.6740 / -0.7209 hartree

=====

Number 1: total energy -957.358956 Ha. Number 2: total energy -445.981512 Ha. Number 3: total energy -732.528134 Ha. Number 4: total energy -1083.080822 Ha. Number 5: total energy -836.733591 Ha. Number 6: total energy -1887.822030 Ha.